{"formula": "CH11NO4", "method": "ωB97M-V with the def2-TZVPD basis set", "lumo_ev": 0.607, "e_tot_ev": -10895.45991, "spin_multiplicity": 1, "smiles": "NCO.O.O.O", "homo_lumo_gap_ev": 10.455, "symbols": ["N", "C", "O", "H", "H", "H", "H", "H", "O", "H", "H", "O", "H", "H", "O", "H", "H"], "xyz": [[-2.14197, 0.68494, -2.06310], [-2.04116, -0.20459, -0.85771], [-0.76844, -0.09865, -0.29115], [-1.27993, 0.46006, -2.55519], [-2.04712, 1.65669, -1.77874], [-2.22670, -1.22746, -1.22085], [-2.95305, -0.07954, -0.22672], [-0.41578, -0.76777, 0.35552], [0.47834, -1.80527, 1.36344], [0.92439, -2.35339, 0.69453], [1.18474, -1.39872, 1.89360], [1.69262, 1.11749, -0.50675], [1.61467, 1.13398, -1.46468], [0.74507, 1.17068, -0.17594], [2.10006, 0.41774, 2.39984], [2.19925, 0.88664, 1.55719], [2.93500, 0.40716, 2.87671]]}



{"formula": "CH11NO5", "method": "ωB97M-V with the def2-TZVPD basis set", "lumo_ev": 0.587, "e_tot_ev": -12943.04845, "spin_multiplicity": 1, "smiles": "NC=O.O.O.O.O", "homo_lumo_gap_ev": 11.208, "symbols": ["N", "C", "O", "H", "H", "H", "O", "H", "H", "O", "H", "H", "O", "H", "H", "O", "H", "H"], "xyz": [[1.44948, -0.58747, -0.15924], [1.50912, -0.06518, -1.40962], [0.50788, 0.15181, -2.08111], [2.09683, -1.24479, 0.22506], [0.90499, -0.14581, 0.57408], [2.47824, -0.05456, -1.93852], [-0.43001, -2.31526, 2.24216], [-0.83261, -2.96768, 1.66004], [-0.38538, -1.46208, 1.78345], [-0.01012, 0.74092, 2.13664], [-0.54113, 1.41987, 1.67429], [-0.01998, 1.06072, 3.04275], [-2.02400, -0.51485, -0.95304], [-2.22802, -0.73623, -1.88341], [-1.38269, 0.18733, -1.01908], [-0.30242, 2.42300, -0.37193], [-0.11722, 1.52657, -0.67889], [-0.75731, 2.79770, -1.11771]]}



{"formula": "CH11O4S", "method": "ωB97M-V with the def2-TZVPD basis set", "charge": -1, "lumo_ev": 3.544, "e_tot_ev": -20241.19997, "spin_multiplicity": 1, "homo_lumo_gap_ev": 6.590, "symbols": ["C", "S", "H", "H", "H", "H", "H", "O", "H", "H", "O", "H", "H", "O", "H", "H", "O"], "xyz": [[1.43281, -0.85379, -1.14614], [-0.06541, 0.27391, -1.25050], [1.80391, -0.61211, -0.06731], [1.33049, -1.90785, -1.06066], [2.15220, -0.37228, -1.78452], [-0.54509, -2.94205, -0.05683], [-1.44486, -1.90157, -0.80652], [-1.23493, -2.84515, -0.71304], [0.11321, 1.82867, 0.19665], [0.77757, 3.03667, 0.98048], [0.32622, 2.19577, 1.10713], [0.96825, -0.80104, 1.89258], [1.24923, 0.72279, 1.62457], [1.58454, -0.18874, 1.48416], [-1.47517, 1.80502, 0.80187], [-1.52082, 0.25966, 0.85430], [-2.02760, 1.06020, 1.15271]]}



{"formula": "CH11O5", "method": "ωB97M-V with the def2-TZVPD basis set", "charge": -1, "lumo_ev": 3.854, "e_tot_ev": -11453.75789, "spin_multiplicity": 1, "homo_lumo_gap_ev": 8.362, "symbols": ["C", "O", "H", "H", "H", "H", "H", "O", "H", "H", "O", "H", "H", "O", "H", "H", "O"], "xyz": [[-0.44195, -1.22608, 1.04096], [-0.12100, -0.28435, -0.00100], [-1.20208, -0.81596, 1.77295], [-0.96380, -2.06009, 0.51839], [0.45892, -1.22902, 1.65219], [1.01570, -0.32129, -1.46046], [1.00997, 1.17423, -1.86132], [1.39607, 0.32877, -2.09699], [-1.08919, -0.13567, -1.23282], [-1.00155, 0.25307, -2.81698], [-1.60120, 0.19038, -2.07202], [3.03843, 0.56004, 2.23820], [2.24655, -0.64126, 1.76753], [3.02903, -0.39939, 2.28148], [-1.31420, 1.16935, 0.36032], [-2.45091, 1.55704, -0.44611], [-2.00880, 1.88021, 0.35568]]}



{"formula": "CH11O5", "method": "ωB97M-V with the def2-TZVPD basis set", "charge": -1, "lumo_ev": 4.003, "e_tot_ev": -11453.34659, "spin_multiplicity": 1, "homo_lumo_gap_ev": 8.611, "symbols": ["C", "O", "H", "H", "H", "H", "H", "O", "H", "H", "O", "H", "H", "O", "H", "H", "O"], "xyz": [[0.57349, 1.59774, -0.87011], [-0.37755, 0.62511, -0.54050], [1.43860, 0.97062, -1.11779], [0.17815, 2.12424, -1.56067], [0.74900, 2.12279, 0.03244], [-0.00776, -2.80322, 1.40510], [0.90186, -2.41956, 0.15060], [0.90087, -2.68602, 1.11663], [-0.10363, -0.83889, -0.86941], [0.88999, -1.22777, -1.97490], [0.44530, -1.63361, -1.29136], [-2.59314, 1.48764, 0.90037], [-1.53407, 1.62954, -0.08644], [-2.45834, 2.00978, 0.15137], [0.11939, 0.25211, 1.02389], [0.43305, -1.07662, 1.68070], [0.44478, -0.13389, 1.85008]]}



{"formula": "CH11O5", "method": "ωB97M-V with the def2-TZVPD basis set", "charge": -1, "lumo_ev": 3.994, "e_tot_ev": -11454.63682, "spin_multiplicity": 1, "homo_lumo_gap_ev": 8.873, "symbols": ["C", "O", "H", "H", "H", "H", "H", "O", "H", "H", "O", "H", "H", "O", "H", "H", "O"], "xyz": [[-0.59261, -0.24351, -1.86690], [0.07131, 0.12977, -0.71126], [-0.27681, 0.35647, -2.74613], [-1.68399, -0.15710, -1.79071], [-0.38446, -1.28891, -2.16536], [2.36700, 2.07486, -0.70149], [1.48519, 0.74988, -0.61536], [2.41349, 1.14335, -0.47117], [0.03160, -1.20157, 0.08693], [0.85416, -2.12843, 1.05732], [0.01169, -2.08724, 0.59447], [0.55065, 2.44198, 0.97772], [-0.47029, 1.70111, 0.16710], [-0.27678, 2.60385, 0.49815], [-1.58223, -0.62935, 2.68496], [-1.06581, -1.90813, 2.07914], [-1.45211, -1.55705, 2.92260]]}



{"formula": "CH12B2CsO", "method": "ωB97M-V with the def2-TZVPD basis set", "charge": -1, "lumo_ev": 1.892, "e_tot_ev": -5178.71850, "spin_multiplicity": 1, "homo_lumo_gap_ev": 7.025, "symbols": ["Cs", "B", "H", "H", "H", "H", "B", "H", "H", "H", "H", "C", "O", "H", "H", "H", "H"], "xyz": [[1.85454, -0.77487, 0.04808], [-1.17833, -2.30341, 0.22016], [-0.48868, -2.94875, 0.97839], [-2.16433, -2.95450, -0.05396], [-1.56836, -1.33063, 0.83722], [-0.56213, -1.90367, -0.72890], [1.10983, 1.27168, 2.44140], [0.84372, 1.90537, 3.43787], [1.93828, 1.89803, 1.82123], [1.55344, 0.19255, 2.73782], [0.14583, 1.09090, 1.74771], [-0.49849, 0.96721, -2.00869], [0.83917, 0.89424, -2.50325], [-1.19313, 0.33781, -2.56843], [-0.52814, 0.60706, -0.98205], [-0.89632, 1.98610, -1.97800], [0.79311, 1.06486, -3.44659]]}



{"formula": "CH12LiO9", "method": "ωB97M-V with the def2-TZVPD basis set", "charge": -1, "lumo_ev": 2.500, "e_tot_ev": -19868.04910, "spin_multiplicity": 1, "homo_lumo_gap_ev": 5.367, "symbols": ["Li", "C", "O", "O", "O", "O", "H", "H", "O", "H", "H", "O", "H", "H", "O", "H", "H", "O", "H", "H", "O", "H", "H"], "xyz": [[-0.08502, -0.48669, 0.62342], [-1.87011, 0.18313, -0.48667], [-2.97813, 0.91895, -0.85121], [-0.75760, 0.78626, -0.67696], [-2.00013, -0.76991, 0.34132], [0.04185, -2.08452, 2.07039], [-0.61314, -2.70434, 1.80843], [-0.25924, -1.91277, 2.94613], [2.20758, -0.22033, 0.24423], [2.15802, -0.29387, -0.68272], [2.52215, 0.70762, 0.43835], [0.00417, 1.09166, 1.99400], [-0.32923, 0.99917, 2.87399], [-0.61720, 1.60929, 1.52362], [0.41439, -2.23621, -0.61848], [0.91190, -2.11694, -1.42345], [-0.44055, -2.70911, -0.88241], [0.43534, -0.33411, -2.70882], [1.16476, 0.30102, -2.70368], [-0.14256, 0.10070, -2.11403], [0.45717, 3.16418, -0.54344], [0.09005, 2.27064, -0.53577], [-0.31446, 3.73617, -0.63625]]}



{"formula": "CH12N2O3", "method": "ωB97M-V with the def2-TZVPD basis set", "charge": 1, "lumo_ev": [-4.077, -9.575], "e_tot_ev": -10344.47861, "spin_multiplicity": 2, "s_squared": 0.755, "homo_lumo_gap_ev": [9.217, 3.719], "symbols": ["N", "C", "N", "H", "H", "H", "H", "H", "H", "H", "H", "O", "H", "H", "O", "H", "H", "O"], "xyz": [[1.52239, -0.79180, -2.03977], [0.29840, 0.02570, -2.23723], [-0.95146, -0.61256, -2.03507], [1.47811, -1.72915, -2.45901], [2.41855, -0.33144, -2.25200], [0.36949, 0.91947, -1.61755], [0.41611, 0.28045, -3.31398], [-1.04804, -0.92506, -1.09279], [-0.98552, -1.43638, -2.63580], [1.67915, -0.74337, 0.00079], [0.92391, -1.64869, 0.90533], [1.38074, -0.79375, 0.92081], [2.58012, 3.09999, 0.88493], [2.04289, 1.82770, 0.44022], [2.56547, 2.56433, 0.08715], [-4.13758, -1.01312, 4.22396], [-5.44868, -0.22895, 4.02420], [-4.71850, -0.36645, 4.63346]]}



{"formula": "CH12N2O4", "method": "ωB97M-V with the def2-TZVPD basis set", "lumo_ev": 0.210, "e_tot_ev": -12400.44282, "spin_multiplicity": 1, "smiles": "[H]/N=C/N.O.O.O.O", "homo_lumo_gap_ev": 9.940, "symbols": ["H", "N", "C", "N", "H", "H", "H", "O", "H", "H", "O", "H", "H", "O", "H", "H", "O", "H", "H"], "xyz": [[0.12436, 0.59532, 0.84928], [1.05057, 0.05446, 0.92848], [0.82281, -0.95317, 1.71316], [1.73470, -2.04874, 1.92222], [-0.29209, -1.31304, 2.06781], [2.74465, -1.85857, 1.96761], [1.46040, -2.86536, 2.41777], [1.38472, -3.50858, -1.49369], [1.62757, -3.36444, -2.43539], [1.59623, -2.93628, -0.73407], [-4.42534, 0.18811, 0.79672], [-4.81893, 0.43932, 1.68390], [-3.47556, 0.35536, 1.00293], [2.81035, 6.44991, -1.17998], [2.57849, 6.88672, -1.98968], [2.62562, 5.53187, -1.33601], [-2.13029, -0.37584, -2.15175], [-2.74735, -0.91186, -2.67288], [-2.67090, -0.36519, -1.35642]]}